(1)
Formula: C6H13Br3N2O10V
Source: the Open Molecules 2025 dataset
Level of theory: ωB97M-V/def2-TZVPD

Geometry as XYZ:
```
35
Properties=species:S:1:pos:R:3:forces:R:3:lowdin_charge:R:1
O -0.59109 3.24750 -1.50106 0.16 0.74 0.01 -0.46
V 0.36904 3.13609 -0.25249 -2.44 -3.36 4.04 0.96
O 1.87845 3.20165 -0.72834 0.31 0.78 0.09 -0.43
N -0.10694 -0.22211 0.25712 -5.19 -4.65 4.55 -0.67
O -0.42103 -0.28363 1.43018 0.78 0.32 1.19 0.05
O -0.43276 -1.13780 -0.47875 0.14 -1.74 -2.59 -0.03
O 0.29332 0.77824 -0.21166 4.11 8.27 -4.15 -0.09
O -0.44071 3.39156 1.80637 0.46 0.19 -2.59 -0.35
C -1.71097 3.51006 2.47651 0.69 -0.82 0.28 -0.33
C -2.19716 2.20775 3.31513 3.03 -2.79 -0.65 -0.47
O -1.29322 1.42563 4.06353 -1.50 2.81 -0.02 -0.39
H -2.49060 3.74839 1.75299 -0.42 -0.14 -0.27 0.05
H -1.70089 4.34589 3.17607 0.51 0.41 0.27 0.06
H -2.43981 1.49905 2.52332 -0.52 -0.22 -1.31 0.03
H -3.18597 2.35142 3.75071 -0.53 1.11 0.71 0.05
C 2.36257 -2.83013 1.08905 0.65 0.09 -1.04 -0.18
C 1.71316 -3.53102 2.20492 -4.41 0.06 -0.14 -0.61
O 0.31439 -3.49213 2.03692 1.77 -0.53 0.83 -0.41
H 3.41009 -3.07515 1.26445 0.91 0.45 -0.68 0.03
H 2.14908 -1.76126 1.09633 0.15 0.05 0.21 0.06
H 1.97840 -3.21446 0.14417 0.23 -0.13 -0.12 0.05
H 2.09256 -3.02726 3.09395 0.12 0.21 1.10 0.05
H 2.02848 -4.57319 2.25541 0.83 -0.85 0.03 0.04
C 2.11286 -0.61020 -3.24805 -0.36 0.93 -0.54 0.04
N 1.90165 -2.03540 -3.28795 -1.72 -1.11 3.82 -0.48
O 1.41166 -2.61027 -2.31617 0.73 0.85 -1.37 0.09
O 2.24972 -2.57395 -4.28866 0.89 -1.80 -2.71 0.02
H 1.21680 -0.11741 -2.87076 0.30 -0.04 0.54 0.10
H 2.22412 -0.41812 -4.31521 0.41 0.72 0.31 0.09
H 3.01439 -0.45197 -2.65619 -0.27 0.34 -0.01 0.11
C -3.05813 0.55859 -2.33045 0.10 0.67 0.98 -1.45
Br -3.44315 1.32180 -0.49026 0.49 -0.53 -1.59 0.57
Br -2.54880 1.94411 -3.69345 -0.74 -0.93 0.75 0.48
Br -4.50620 -0.66394 -2.85183 0.52 0.64 -0.11 0.47
H -2.15325 -0.03823 -2.21591 -0.15 0.00 0.18 -0.05
```
Positions in Å, forces in eV/Å.

Computed properties:
- largest force on an atom (eV Å⁻¹) = 10.1
- molecular weight (g/mol) = 563.8
- calculated total energy (Ha) = -9763.83061
- net charge = -3
- HOMO-LUMO gap (eV) = 2.454


(2)
Formula: C6H13BrI2OS
Source: the Open Molecules 2025 dataset
Level of theory: ωB97M-V/def2-TZVPD

Geometry as XYZ:
```
24
Properties=species:S:1:pos:R:3:forces:R:3:lowdin_charge:R:1
C -2.09012 -0.43199 2.04138 0.80 0.37 0.29 -0.14
C -1.40474 0.39002 0.94721 -0.71 -0.21 0.34 -0.35
C -1.68462 -0.02455 -0.49895 -0.36 -0.26 0.94 -0.94
I -3.72252 -0.66253 -0.83883 0.26 0.35 -0.16 0.90
S -0.57352 -1.32268 -1.17388 -0.07 -0.20 -0.41 0.69
Br -1.41472 -3.27400 -0.45990 0.38 0.40 0.00 0.36
C 1.06136 -1.22186 -0.40996 0.49 0.01 0.04 -0.41
C 1.95644 -0.10002 -0.98556 -0.90 0.08 1.51 -0.43
C 1.62137 1.27729 -0.42970 0.23 0.16 -0.59 -0.32
O 0.52932 1.83214 -1.19538 -0.63 -0.22 0.73 -0.09
H -1.77894 -0.00871 2.99724 -0.01 0.00 0.07 0.08
H -3.17204 -0.38069 2.02329 -0.08 -0.23 -0.21 0.03
H -1.70295 -1.44935 2.03056 -0.39 -0.20 -0.04 0.05
H -1.69940 1.43557 1.04845 -0.12 0.05 -0.13 0.12
H -0.34163 0.37277 1.15764 0.20 0.01 -0.27 0.07
H -1.57940 0.84150 -1.13540 0.39 -0.25 -0.53 0.03
H 0.98699 -1.20580 0.67504 -0.20 0.19 0.07 0.09
H 1.53738 -2.17210 -0.65248 -0.35 -0.21 -0.30 0.09
H 3.01586 -0.34498 -0.67204 -1.02 -0.02 -0.24 -0.06
H 1.96627 -0.04559 -2.06465 -0.09 -0.30 -0.14 0.05
H 2.47728 1.91834 -0.59312 0.22 -0.02 0.05 0.00
H 1.43279 1.27571 0.64828 -0.26 -0.17 -0.01 0.11
H 0.03871 2.42139 -0.60536 0.27 0.10 -0.32 0.09
I 4.54083 0.88011 -1.85390 1.95 0.54 -0.72 -0.04
```
Positions in Å, forces in eV/Å.

Computed properties:
- largest force on an atom (eV Å⁻¹) = 2.1
- molecular weight (g/mol) = 466.9
- calculated total energy (Ha) = -3879.12518
- HOMO-LUMO gap (eV) = 3.661


(3)
Formula: C6H13CoO3
Source: the Open Molecules 2025 dataset
Level of theory: ωB97M-V/def2-TZVPD

Geometry as XYZ:
```
23
Properties=species:S:1:pos:R:3:forces:R:3:mulliken_spin:R:1
H 2.90383 -0.03656 -0.20628 -0.17 0.05 0.15 0.00
C 2.30622 -0.34747 0.66112 0.67 0.00 -0.41 0.00
H 2.16624 2.23231 0.42521 -0.22 -0.09 0.12 0.00
H 2.92639 -0.21052 1.55915 -0.28 -0.45 -0.17 0.00
H 1.96177 -1.36884 0.46772 0.28 0.12 0.43 0.00
C 1.35899 1.84632 1.06485 0.43 0.85 0.20 0.00
H 1.67279 1.92758 2.11793 -0.13 -0.08 -0.23 0.00
O 1.14284 0.46048 0.75592 -0.05 -0.19 -0.04 0.02
C 0.04143 2.56152 0.79239 0.28 0.56 -0.54 0.00
H 0.13063 3.58777 1.19255 -0.14 -0.33 -0.10 0.01
H -0.07225 2.63776 -0.30755 0.02 0.11 0.31 0.01
O -1.05581 1.88110 1.32328 0.65 -1.31 0.38 0.25
C -2.31506 -0.81227 0.13021 0.58 -0.68 -0.25 -0.01
H -2.93778 0.02888 -0.19209 0.35 -0.15 0.34 0.00
O -1.24330 -0.70427 -1.93629 0.14 -0.03 0.95 0.01
C -1.39209 -1.31083 -0.77057 -1.75 0.05 -0.47 0.02
C -0.17476 -1.14124 -2.77542 0.63 -0.10 -0.27 0.00
H 0.62403 -1.57320 -2.15693 -0.15 0.02 -0.28 0.00
H 0.20838 -0.24505 -3.27256 -0.11 -0.30 0.00 0.00
H -0.97118 -2.31993 -0.67550 0.31 0.42 0.20 0.00
H -0.53797 -1.87290 -3.50874 0.07 0.25 0.23 0.00
Co -0.66687 0.05297 1.31402 -1.46 1.08 -0.40 2.69
H -2.69464 -1.51233 0.87983 0.06 0.21 -0.16 0.00
```
Positions in Å, forces in eV/Å.

Computed properties:
- largest force on an atom (eV Å⁻¹) = 1.9
- molecular weight (g/mol) = 192.1
- energy relative to the best compared isomer or geometry (same formula, charge and spin) (kJ/mol) = 0.0
- spin multiplicity = 4
- calculated total energy (Ha) = -1844.55809
- net charge = +1
- HOMO-LUMO gap (alpha / beta) (eV) = 9.260 / 8.687


(4)
Formula: C6H13FO2Si
Source: the Open Molecules 2025 dataset
Level of theory: ωB97M-V/def2-TZVPD

Geometry as XYZ:
```
23
Properties=species:S:1:pos:R:3:forces:R:3:lowdin_charge:R:1
C 3.02148 -0.54858 1.01315 -4.48 0.06 2.02 -0.01
C 1.68100 -0.35962 1.13057 -0.11 0.83 -2.45 -0.14
Si 0.43719 -0.13232 -0.33890 1.73 4.21 -0.11 0.38
F 1.32085 -0.34957 -1.64827 -0.18 -0.46 -0.31 -0.08
O -0.76890 -1.10952 -0.14599 -0.74 -0.65 -0.08 -0.12
C -1.75700 -1.91314 -0.69504 -3.58 -1.96 1.33 -0.32
C -1.40097 -2.73785 -1.91998 2.03 1.00 0.94 -0.08
O -0.13265 1.57571 -0.65123 1.18 -4.03 1.33 -0.21
C 0.22818 2.66124 0.19202 0.26 -0.09 -0.41 -0.36
C -0.73073 2.87044 1.34477 1.54 -2.22 -0.13 -0.08
H 3.53370 -0.83587 1.88243 1.21 0.05 0.86 0.04
H 3.39086 -0.58703 0.07184 1.61 -0.21 -2.59 0.01
H 1.11417 -0.21547 2.01208 0.19 -0.40 1.54 0.03
H -2.13325 -2.63509 0.11773 1.10 0.78 -0.77 0.13
H -2.74736 -1.40561 -0.85365 1.20 0.52 -0.16 0.13
H -1.36301 -2.03207 -2.77248 0.43 -0.92 0.10 0.09
H -0.43487 -3.21930 -1.61068 -0.33 0.63 -1.04 0.10
H -2.02817 -3.58666 -2.08242 -0.97 -0.13 -0.15 0.06
H 1.22937 2.62596 0.66524 0.01 -0.32 -0.78 0.11
H 0.19804 3.44790 -0.56264 0.13 0.71 0.64 0.11
H -1.66890 2.52147 1.00063 -1.57 0.98 -0.20 0.07
H -0.51481 2.13418 2.14584 0.28 0.36 -0.20 0.08
H -0.47423 3.83082 1.70496 -0.94 1.26 0.62 0.07
```
Positions in Å, forces in eV/Å.

Computed properties:
- SMILES string = C=C[Si](F)(OCC)OCC
- largest force on an atom (eV Å⁻¹) = 4.9
- molecular weight (g/mol) = 164.3
- energy relative to the best compared isomer or geometry (same formula, charge and spin) (kJ/mol) = 0.0
- calculated total energy (Ha) = -776.31948
- HOMO-LUMO gap (eV) = 10.840


(5)
Formula: C6H13IN3O3
Source: the Open Molecules 2025 dataset
Level of theory: ωB97M-V/def2-TZVPD

Geometry as XYZ:
```
26
Properties=species:S:1:pos:R:3:forces:R:3:lowdin_charge:R:1
C 1.62965 0.45419 -0.13392 1.19 -2.59 0.86 -0.60
C -0.60556 1.88728 0.84227 1.31 0.71 -0.47 0.01
C -1.09151 1.06285 -1.43912 1.24 -0.11 -0.57 0.05
C -2.10998 0.01518 0.58566 -0.67 -1.43 3.15 -0.01
C 0.13197 -1.55625 -0.50998 0.39 -1.01 -0.29 -0.01
C 0.32627 -0.29134 0.24088 -1.11 1.91 1.30 -0.17
N 2.70949 -0.33080 0.21338 0.23 4.12 -2.45 -0.33
N 0.87468 -2.74955 0.06337 -0.45 0.77 0.57 -0.38
N -0.88920 0.64258 0.04168 0.45 0.00 -0.73 -0.32
O 1.75416 1.50399 -0.70382 -0.61 0.45 -0.24 -0.03
O 1.01644 -3.73112 -0.59116 -0.15 -0.25 -0.81 0.16
O 1.23624 -2.60075 1.20772 0.42 -0.06 0.92 0.08
I 4.45848 0.72736 0.01496 0.25 -0.55 0.12 0.99
H -0.28717 1.70996 1.89894 -0.22 -0.22 -1.04 0.15
H 0.10773 2.53960 0.26950 -0.50 -0.94 0.86 0.13
H -1.53324 2.36653 0.80861 -1.30 1.11 0.41 0.08
H -0.01182 1.13057 -1.73530 -1.32 0.13 -0.49 0.10
H -1.64054 0.25591 -2.01009 0.60 1.00 0.84 0.12
H -1.54078 2.09841 -1.60652 0.30 -1.59 0.80 0.14
H -2.77701 -0.55573 -0.10796 0.99 0.67 0.36 0.12
H -1.83150 -0.67189 1.53241 -0.48 1.32 -2.33 0.17
H -2.63872 0.84370 1.07556 -0.45 -0.51 -0.53 0.10
H 0.55717 -1.40001 -1.45594 0.50 -0.21 -1.61 0.14
H -0.87789 -1.88978 -0.66276 -0.52 -0.05 0.24 0.14
H 0.30398 -0.38591 1.35027 0.28 -0.46 -0.81 0.16
H 2.72868 -1.07497 0.81135 -0.37 -2.22 1.94 0.01
```
Positions in Å, forces in eV/Å.

Computed properties:
- largest force on an atom (eV Å⁻¹) = 4.8
- molecular weight (g/mol) = 302.1
- calculated total energy (Ha) = -923.69313
- net charge = +1
- HOMO-LUMO gap (eV) = 9.265